(1)
Entry from OMol25: C47H42BGeO4PReSi as an isolated structure in a non-equilibrium geometry (ωB97M-V/def2-TZVPD).

The electronic energy is -134097.245 eV. The calculation puts the LUMO energy at -0.126 Eh. Its total charge is +1. As for the energy relative to the best compared isomer or geometry (same formula, charge and spin): 2.7 kJ/mol. For the gap between HOMO and LUMO, the calculation gives 7.6 eV.

```
98
Properties=species:S:1:pos:R:3:forces:R:3:lowdin_charge:R:1
Re -0.5767 1.1594 -1.0624 -0.237 1.593 -0.054 1.065
O -3.6195 2.8650 -3.1425 -0.012 -0.153 0.035 0.135
C -3.2534 2.1507 -2.2515 -0.425 0.265 -0.004 -0.542
O -2.0196 1.6437 -2.2630 0.749 -0.408 0.068 -0.237
C -4.1267 1.8567 -1.0574 -0.074 0.030 -0.054 -0.129
C -5.3549 2.5082 -1.0576 0.007 0.038 0.063 0.010
C -6.2493 2.3446 -0.0108 0.025 -0.008 -0.001 -0.036
C -5.9230 1.5153 1.0488 -0.008 0.025 -0.012 -0.044
C -4.7067 0.8466 1.0558 0.022 0.044 0.026 -0.074
C -3.7998 1.0119 0.0139 -0.054 -0.036 -0.040 -0.288
P -2.3059 -0.0101 -0.0448 0.032 -0.438 0.031 1.020
C -2.7948 -1.3262 -1.2073 -0.037 0.094 -0.044 -0.329
C -1.9799 -1.6723 -2.2798 0.015 0.023 -0.044 -0.085
C -2.3642 -2.6727 -3.1629 -0.008 -0.023 0.004 -0.047
C -3.5694 -3.3292 -2.9811 -0.008 -0.008 0.003 -0.055
C -4.3985 -2.9805 -1.9203 0.011 0.013 0.006 -0.054
C -4.0163 -1.9826 -1.0420 -0.074 0.026 -0.002 -0.080
C -2.1401 -0.8713 1.5463 -0.079 -0.053 -0.136 -0.323
C -2.1831 -2.2641 1.5892 0.108 -0.006 -0.046 -0.071
C -2.0554 -2.9313 2.7981 0.003 0.013 0.017 -0.053
C -1.8959 -2.2177 3.9751 -0.006 -0.056 -0.013 -0.054
C -1.8607 -0.8312 3.9413 0.025 0.062 0.013 -0.060
C -1.9765 -0.1641 2.7333 -0.003 -0.055 0.059 -0.104
H -5.5891 3.1531 -1.8929 0.004 -0.011 -0.007 0.128
H -7.1970 2.8652 -0.0276 -0.003 -0.003 0.008 0.116
H -6.6132 1.3788 1.8707 -0.001 0.002 0.001 0.116
H -4.4665 0.1936 1.8836 0.003 -0.026 -0.003 0.106
H -1.0328 -1.1757 -2.4551 -0.079 0.019 0.013 0.082
H -1.7198 -2.9299 -3.9928 0.004 -0.002 0.002 0.117
H -3.8719 -4.1074 -3.6690 0.001 -0.002 -0.002 0.113
H -5.3456 -3.4845 -1.7824 -0.004 0.002 -0.001 0.113
H -4.6750 -1.7108 -0.2248 0.018 -0.002 0.000 0.115
H -2.2964 -2.8379 0.6805 -0.002 -0.019 0.020 0.108
H -2.0845 -4.0126 2.8154 -0.003 -0.006 -0.006 0.114
H -1.8052 -2.7394 4.9186 0.003 0.002 0.001 0.113
H -1.7485 -0.2698 4.8596 -0.001 0.021 -0.010 0.111
H -1.9643 0.9104 2.7165 0.030 0.194 0.016 0.076
C 1.0339 3.9607 1.0252 -0.216 0.050 0.058 -0.183
Si -0.5793 3.3012 0.3322 0.147 -0.110 -0.154 0.481
C -1.0077 4.4730 -1.0932 0.077 -0.040 0.092 -0.194
C -1.9030 3.4690 1.6579 0.024 -0.013 -0.194 -0.195
H 0.7584 4.9140 1.4903 0.029 -0.006 0.013 0.046
H 1.7412 4.1825 0.2316 0.076 -0.016 -0.068 0.015
H 1.5206 3.3539 1.7852 -0.015 -0.062 -0.009 0.016
H -1.0736 5.4758 -0.6582 -0.008 0.005 0.010 0.048
H -1.9415 4.2783 -1.6176 -0.020 -0.003 0.038 0.015
H -0.2031 4.4996 -1.8320 -0.017 -0.022 -0.004 0.021
H -1.8272 4.4564 2.1198 0.036 0.065 -0.108 0.044
H -1.7747 2.7500 2.4586 0.007 -0.072 0.151 -0.001
H -2.9087 3.3663 1.2459 0.007 -0.037 0.050 0.023
O 0.9700 -2.3990 -1.7218 0.114 0.013 -0.083 0.184
B 0.7729 -1.6369 -0.5907 0.005 0.093 0.064 -0.781
O 0.7254 -2.3971 0.5588 0.094 -0.040 0.068 0.184
C 0.9667 -3.6882 0.1292 -0.013 -0.037 -0.117 -0.184
C 1.0703 -4.8363 0.8795 0.011 0.082 -0.013 0.015
C 1.3436 -6.0066 0.1755 -0.009 -0.052 0.014 -0.073
C 1.4956 -6.0064 -1.2070 0.018 -0.065 -0.016 -0.072
C 1.3851 -4.8377 -1.9557 -0.030 0.105 -0.003 0.019
C 1.1187 -3.6873 -1.2503 -0.024 -0.121 0.157 -0.178
H 0.9590 -4.8219 1.9550 -0.002 0.005 0.001 0.123
H 1.4415 -6.9375 0.7174 0.000 0.002 -0.001 0.108
H 1.7080 -6.9377 -1.7144 0.001 0.003 0.003 0.108
H 1.5094 -4.8277 -3.0295 0.001 0.002 -0.001 0.126
C 0.6151 -0.0890 -0.5611 0.032 -1.119 0.244 -0.297
Ge 2.4944 0.6032 -0.1077 -0.078 0.189 0.053 1.028
C 2.7611 2.1487 -1.2631 0.110 -0.199 0.036 -0.303
C 3.7735 3.0670 -0.9986 0.054 0.053 0.013 -0.103
C 3.9701 4.1596 -1.8296 -0.054 0.018 -0.036 -0.059
C 3.1581 4.3465 -2.9424 0.030 -0.029 0.018 -0.060
C 2.1558 3.4318 -3.2276 -0.031 0.012 -0.052 -0.072
C 1.9722 2.3345 -2.3955 -0.171 0.180 0.149 -0.154
C 2.6551 0.8796 1.8035 0.063 0.011 -0.146 -0.286
C 3.9149 1.1432 2.3400 0.087 0.009 -0.043 -0.105
C 4.0668 1.3806 3.6978 -0.025 -0.014 0.065 -0.068
C 2.9610 1.3383 4.5368 0.009 -0.005 -0.046 -0.067
C 1.7074 1.0525 4.0137 0.042 0.015 0.019 -0.068
C 1.5580 0.8276 2.6533 -0.173 -0.069 -0.007 -0.114
C 3.5920 -0.9028 -0.6821 -0.062 0.177 -0.054 -0.275
C 3.9718 -1.0225 -2.0187 0.014 0.088 -0.028 -0.088
C 4.7065 -2.1173 -2.4441 0.017 -0.040 0.008 -0.065
C 5.0679 -3.1048 -1.5356 0.003 0.006 -0.025 -0.066
C 4.6995 -2.9937 -0.2031 -0.030 -0.009 -0.021 -0.063
C 3.9611 -1.8971 0.2205 -0.070 -0.042 0.140 -0.094
H 4.3994 2.9579 -0.1199 0.000 -0.038 -0.009 0.105
H 4.7503 4.8743 -1.6033 0.007 -0.002 -0.008 0.113
H 3.3114 5.2014 -3.5872 -0.007 -0.002 -0.005 0.112
H 1.5266 3.5630 -4.0985 -0.011 0.011 0.009 0.117
H 1.1991 1.6057 -2.6621 0.050 -0.115 -0.123 0.074
H 4.7955 1.1578 1.7056 -0.020 -0.004 -0.017 0.106
H 5.0485 1.5896 4.1020 -0.001 0.007 0.002 0.110
H 3.0791 1.5197 5.5969 -0.001 0.000 0.002 0.109
H 0.8470 1.0049 4.6678 -0.032 -0.007 0.011 0.100
H 0.5761 0.6020 2.2505 -0.003 0.013 -0.001 0.075
H 3.6981 -0.2553 -2.7355 -0.004 -0.001 0.011 0.106
H 4.9990 -2.2006 -3.4827 0.003 -0.005 0.000 0.109
H 5.6390 -3.9620 -1.8678 0.004 0.006 -0.002 0.110
H 4.9815 -3.7617 0.5052 -0.003 0.001 0.004 0.112
H 3.6654 -1.8250 1.2624 0.016 0.023 -0.013 0.114
```
Positions in Å, forces in eV/Å.

(2)
Entry from OMol25: C47H43Cl3N7O6RuS2 as an isolated structure in a non-equilibrium geometry (ωB97M-V/def2-TZVPD).

As for the spin multiplicity: 2. The electronic energy is -133971.394 eV. The calculation puts the LUMO energy (spin up / spin down) at -0.019 / -0.012 Eh. Its total charge is 0. As for the energy relative to the best compared isomer or geometry (same formula, charge and spin): 251.7 kJ/mol. For the gap between HOMO and LUMO (spin up / spin down), the calculation gives 6.7 / 6.9 eV.

```
109
Properties=species:S:1:pos:R:3:forces:R:3:mulliken_spin:R:1
Ru 0.1214 0.9581 0.4823 -3.504 -0.008 1.298 0.958
O 4.3607 0.8177 0.7755 -0.103 -0.097 0.739 0.011
S 3.0827 0.2619 1.1504 0.339 -0.149 -0.544 -0.012
O 2.3909 -0.4938 0.1141 -0.121 -0.143 0.497 0.034
N 1.9879 1.3696 1.5747 -0.726 -1.759 -1.663 0.027
C 1.9824 2.1425 2.6801 0.691 0.182 1.251 -0.007
C 2.9698 2.1328 3.6752 -0.657 -0.136 -1.284 -0.003
C 2.8199 2.9090 4.8097 -0.695 0.824 0.585 0.000
C 1.7081 3.7096 4.9925 0.569 -0.245 0.222 -0.001
C 0.7018 3.7696 4.0092 0.109 -0.137 -0.210 0.003
C -0.4492 4.5729 4.1250 -0.501 -0.227 -0.864 0.000
C -1.3839 4.5525 3.1022 0.602 0.590 1.164 0.000
C -1.1839 3.7286 2.0100 0.819 -1.128 -0.953 -0.003
N -0.1118 2.9408 1.8705 -0.683 -0.698 -0.099 0.007
C 0.8351 2.9751 2.8400 0.184 0.166 0.390 0.015
C 3.3839 -0.8493 2.5225 -0.088 0.360 -0.250 -0.001
C 4.5952 -0.8005 3.1901 0.113 0.056 -0.075 0.002
C 4.7939 -1.6137 4.2917 0.003 -0.046 0.014 0.000
C 3.7857 -2.4710 4.7088 0.005 -0.001 -0.008 0.001
C 2.5911 -2.5386 4.0087 0.026 -0.028 0.019 0.000
C 2.3873 -1.7228 2.9092 -0.116 -0.040 -0.101 -0.002
H 3.8398 1.5124 3.5425 0.063 0.068 0.054 -0.001
H 3.5885 2.8795 5.5673 0.047 0.015 0.107 0.000
H 1.5894 4.2879 5.8974 0.025 0.082 0.039 0.000
H -0.5905 5.1924 4.9971 0.001 0.074 0.107 0.000
H -2.2574 5.1867 3.1323 -0.073 -0.049 0.029 0.000
H -1.9137 3.7109 1.2129 0.013 -0.147 -0.012 -0.002
H 5.3624 -0.1295 2.8338 0.091 0.059 0.004 0.000
H 5.7332 -1.5822 4.8233 0.074 0.018 0.043 0.000
H 3.9348 -3.0907 5.5807 0.026 -0.082 0.051 0.000
H 1.8169 -3.2251 4.3151 -0.097 -0.039 0.044 0.000
H 1.4705 -1.7471 2.3436 -0.117 -0.126 0.024 0.003
Cl -5.3372 4.7951 -2.9332 -0.121 0.231 -0.241 0.000
C -4.4174 3.7475 -1.9102 0.218 -0.140 0.161 0.001
C -3.0325 3.7281 -1.9957 -0.102 0.069 -0.027 -0.002
C -2.3158 2.8755 -1.1821 -0.491 -0.399 0.505 0.007
Cl -0.5766 2.8674 -1.2484 0.294 0.706 -0.585 -0.002
C -2.9302 1.9829 -0.2550 -0.246 0.645 -0.700 -0.004
O -2.3022 1.1674 0.4833 1.914 -0.649 0.485 0.001
C -4.3511 2.0897 -0.2040 0.436 0.010 -0.132 0.008
Cl -5.1662 1.0850 0.9302 -0.237 -0.199 0.272 0.000
C -5.0824 2.9321 -1.0074 0.217 0.107 -0.085 -0.001
H -2.5183 4.3769 -2.6853 0.070 0.092 -0.114 0.000
H -6.1564 2.9545 -0.9257 -0.132 0.025 -0.013 0.000
C -4.3572 -2.0072 -0.7337 -0.241 0.341 0.008 -0.002
O -3.7835 -3.2786 -0.4782 0.358 -0.523 -0.191 0.000
C -3.2620 -3.9560 -1.5578 -0.143 0.024 0.008 0.001
C -3.8432 -5.1816 -1.8667 0.038 0.024 0.030 -0.001
C -3.3820 -5.9614 -2.9093 -0.049 0.007 0.026 0.001
C -2.3288 -5.5025 -3.6828 -0.023 0.009 -0.065 0.000
C -1.7361 -4.2948 -3.3838 -0.029 -0.074 0.053 0.001
C -2.1616 -3.5128 -2.3084 -0.287 -0.328 0.205 -0.001
N -1.4872 -2.3085 -2.1247 0.354 0.532 0.113 0.001
C -1.1162 -1.5942 -1.0067 0.144 -0.737 -0.179 0.048
N -1.2929 -2.1900 0.1822 -0.250 -0.365 -0.359 0.012
C -1.1183 -1.7269 1.4892 0.174 0.213 0.361 -0.056
C -0.5572 -0.5087 1.8579 0.810 0.992 -0.769 0.006
C -0.5131 -0.1850 3.2129 -0.075 0.003 0.151 -0.015
C -1.0071 -1.0456 4.1757 0.032 0.117 -0.097 -0.004
C -1.5203 -2.2855 3.8151 -0.046 -0.159 0.003 0.005
C -1.5597 -2.6411 2.4799 0.065 0.211 -0.128 -0.008
O -2.0143 -3.8504 2.0093 0.247 0.570 -0.092 0.000
C -2.6542 -4.7093 2.9188 -0.130 -0.233 0.116 0.000
N -0.5136 -0.4572 -1.1835 0.670 1.079 1.997 -0.029
C -0.3829 0.0788 -2.4696 0.096 0.118 -0.918 0.040
C 0.8954 0.3087 -2.9662 -0.417 -0.325 0.134 -0.027
C 1.0843 0.8968 -4.2025 -0.034 0.104 -0.213 -0.001
C -0.0150 1.2682 -4.9551 0.162 -0.010 0.087 0.001
C -1.3002 1.0346 -4.4890 -0.262 0.000 -0.001 0.000
C -1.5038 0.4391 -3.2547 0.052 -0.184 0.397 -0.010
O -2.7293 0.1613 -2.7184 0.657 0.105 0.034 -0.006
C -3.8722 0.5543 -3.4370 -0.235 0.038 -0.206 0.000
H -4.6763 -1.6280 0.2342 0.012 0.034 -0.084 0.000
H -5.2255 -2.1080 -1.3925 0.007 -0.026 0.005 0.000
H -3.6506 -1.3047 -1.1749 0.027 0.004 0.020 0.003
H -4.6837 -5.5001 -1.2691 -0.068 0.003 0.102 0.000
H -3.8513 -6.9087 -3.1287 -0.042 -0.054 0.001 0.000
H -1.9676 -6.0851 -4.5157 0.049 -0.051 -0.085 0.000
H -0.9108 -3.9356 -3.9825 0.118 0.023 -0.022 0.000
H -1.0379 -1.9610 -2.9638 -0.119 0.016 0.145 -0.001
H -1.7992 -3.0704 0.1707 0.103 0.183 -0.132 -0.001
H -0.0857 0.7586 3.5337 -0.048 -0.085 -0.048 -0.001
H -0.9965 -0.7599 5.2183 0.048 0.014 0.055 0.000
H -1.8941 -2.9511 4.5801 0.016 -0.054 -0.036 0.000
H -3.0380 -5.5355 2.3245 -0.003 -0.008 0.045 0.000
H -3.4878 -4.2107 3.4217 0.044 0.002 -0.005 0.000
H -1.9531 -5.0994 3.6643 -0.043 0.057 -0.016 0.000
H 1.7192 0.0189 -2.3354 0.052 0.047 0.021 0.002
H 2.0823 1.0771 -4.5736 0.096 0.048 0.033 0.000
H 0.1150 1.7547 -5.9095 0.026 0.014 -0.119 0.000
H -2.1429 1.3301 -5.0930 -0.102 0.033 -0.041 0.000
H -4.7195 0.2887 -2.8085 -0.031 0.007 -0.057 0.000
H -3.9348 0.0188 -4.3902 -0.054 0.036 0.012 0.000
H -3.8893 1.6324 -3.6156 0.030 -0.024 0.004 0.000
C 4.3263 -0.2843 -2.3797 -0.259 -0.098 0.061 -0.001
N 4.8407 1.0418 -2.5515 0.510 0.277 0.106 0.000
C 6.0926 1.2610 -3.2535 0.071 -0.150 -0.211 0.000
C 6.3882 2.7541 -3.0238 0.277 0.110 -0.070 0.000
N 5.1849 3.1958 -2.3568 0.334 -0.014 -0.105 0.000
C 4.3267 2.1884 -2.0781 -0.560 0.428 -0.072 0.000
S 2.8511 2.4641 -1.3733 -0.219 0.254 -0.015 0.004
H 3.7905 -0.6189 -3.2746 0.021 -0.069 0.020 0.000
H 3.6626 -0.3079 -1.5155 0.079 -0.021 -0.231 0.001
H 5.1592 -0.9651 -2.1945 -0.004 -0.012 0.008 0.000
H 5.9625 1.0137 -4.3155 0.120 0.081 0.080 0.000
H 6.8769 0.6109 -2.8505 -0.068 0.082 -0.040 0.000
H 6.5351 3.3062 -3.9587 0.059 -0.179 0.088 0.000
H 7.2782 2.8932 -2.3980 -0.110 -0.006 -0.078 0.000
H 5.0244 4.1334 -2.0350 -0.148 -0.157 0.014 0.000
```
Positions in Å, forces in eV/Å.